1.
This record from the OMol25 dataset describes 11 unconnected molecules or ions with the total composition C33H64O33 at a distorted geometry. The level of theory is wB97M-V/def2-TZVPD.

The geometry in ORCA input format:
```
! wB97M-V def2-TZVPD RIJCOSX def2/J DEFGRID3
* xyz 0 1
C 3.640 4.410 1.715
O 3.501 3.531 2.824
C 2.282 3.488 3.352
O 1.353 4.198 3.053
O 2.224 2.449 4.171
C 0.929 2.257 4.759
H 4.379 4.034 1.018
H 3.801 5.423 2.078
H 2.732 4.469 1.103
H 0.836 1.427 5.446
H 0.269 2.044 3.911
H 0.561 3.195 5.169
C 8.283 2.461 0.570
O 7.181 3.211 0.049
C 6.196 2.503 -0.483
O 6.050 1.312 -0.408
O 5.386 3.347 -1.113
C 4.125 2.827 -1.542
H 9.176 3.024 0.316
H 8.282 1.459 0.150
H 8.217 2.371 1.654
H 3.497 3.621 -1.929
H 3.654 2.381 -0.664
H 4.238 2.101 -2.344
C 1.733 -4.409 -6.570
O 0.857 -4.038 -5.510
C 1.407 -3.361 -4.503
O 2.501 -2.868 -4.498
O 0.516 -3.314 -3.518
C 0.920 -2.684 -2.325
H 2.762 -4.079 -6.517
H 1.278 -4.060 -7.500
H 1.682 -5.498 -6.648
H 1.229 -3.479 -1.641
H 0.158 -2.135 -1.782
H 1.813 -2.084 -2.485
C 2.459 4.227 -5.809
O 1.258 4.532 -5.107
C 1.088 3.916 -3.950
O 1.720 2.971 -3.545
O 0.099 4.518 -3.299
C -0.362 3.898 -2.102
H 3.307 4.176 -5.128
H 2.546 4.923 -6.631
H 2.390 3.217 -6.231
H -1.431 4.099 -2.068
H 0.109 4.364 -1.235
H -0.168 2.827 -2.111
C -4.099 -0.323 -1.570
O -4.801 -1.357 -2.290
C -4.837 -2.526 -1.698
O -4.343 -2.803 -0.630
O -5.548 -3.360 -2.456
C -5.375 -4.738 -2.200
H -3.064 -0.597 -1.389
H -4.669 -0.147 -0.657
H -4.101 0.592 -2.153
H -6.062 -5.277 -2.847
H -5.555 -5.041 -1.169
H -4.375 -5.078 -2.483
C -0.336 -1.963 1.825
O 0.483 -0.811 1.798
C -0.005 0.241 1.154
O -0.914 0.244 0.381
O 0.629 1.325 1.622
C 0.362 2.547 0.958
H 0.074 -2.787 2.405
H -0.490 -2.421 0.844
H -1.308 -1.727 2.262
H -0.440 2.432 0.230
H 1.229 3.013 0.485
H 0.015 3.277 1.696
C -1.993 -5.415 -0.970
O -1.132 -5.302 0.164
C 0.172 -5.357 -0.054
O 0.723 -5.680 -1.070
O 0.774 -4.882 1.035
C 2.161 -4.505 0.991
H -2.941 -4.982 -0.669
H -2.023 -6.441 -1.324
H -1.631 -4.753 -1.762
H 2.794 -5.342 0.711
H 2.374 -4.227 2.019
H 2.260 -3.645 0.334
C -0.868 -8.580 7.216
O -1.264 -7.340 6.632
C -0.892 -7.174 5.362
O -0.421 -8.014 4.644
O -1.128 -5.922 5.039
C -1.028 -5.623 3.644
H -1.396 -8.645 8.164
H 0.200 -8.586 7.452
H -1.080 -9.431 6.576
H -1.180 -4.573 3.432
H -1.781 -6.198 3.101
H -0.051 -5.959 3.299
C -2.326 0.759 5.594
O -2.704 0.711 4.221
C -2.731 1.897 3.625
O -2.448 2.941 4.151
O -3.167 1.759 2.381
C -3.387 2.913 1.613
H -3.175 1.102 6.184
H -1.483 1.421 5.777
H -2.047 -0.243 5.906
H -4.155 2.725 0.865
H -2.503 3.224 1.049
H -3.719 3.792 2.166
C 0.375 0.481 -2.587
O -0.974 0.373 -3.024
C -1.298 1.137 -4.069
O -0.561 1.854 -4.684
O -2.601 0.944 -4.271
C -3.152 1.376 -5.515
H 0.575 -0.093 -1.694
H 0.660 1.499 -2.309
H 0.983 0.110 -3.412
H -2.911 0.650 -6.291
H -2.761 2.355 -5.784
H -4.228 1.406 -5.381
O -2.950 7.499 -0.215
C -2.248 6.908 0.531
O -2.656 5.812 1.240
C -1.677 5.557 2.239
C -0.433 6.149 1.635
O -0.952 7.185 0.791
H -1.970 6.027 3.187
H -1.552 4.514 2.530
H 0.070 5.421 0.991
H 0.319 6.497 2.335
*
```

M, g mol⁻¹: 988.842
SMILES: COC(=O)OC.COC(=O)OC.COC(=O)OC.COC(=O)OC.COC(=O)OC.COC(=O)OC.COC(=O)OC.COC(=O)OC.COC(=O)OC.COC(=O)OC.O=C1OCCO1
E_LUMO, Ha: 0.0152
E, eV: -102825.4361
HOMO, eV: -10.734

=====

2.
This record from the OMol25 dataset describes a molecular structure, C33H65AlNO29 at a distorted geometry. The level of theory is wB97M-V/def2-TZVPD.

The geometry in ORCA input format:
```
! wB97M-V def2-TZVPD RIJCOSX def2/J DEFGRID3
* xyz -1 1
C 0.317 2.878 1.976
C -0.982 2.106 2.208
O -1.927 2.362 1.510
O -1.146 1.192 3.196
C 0.040 0.412 3.462
C -0.302 -1.080 3.669
C 0.942 -1.821 4.247
C 1.758 -2.605 3.198
C 2.298 -1.700 2.036
Al 1.038 -1.677 0.417
C 2.145 -1.902 -1.296
O 1.415 -2.285 -2.478
O 0.666 -3.474 -2.246
N -0.310 -3.030 0.673
C -1.408 -2.608 0.394
O -2.527 -2.231 0.418
H 0.255 3.306 0.969
H 0.481 3.686 2.700
H 1.199 2.225 1.984
H 0.784 0.441 2.661
H 0.448 0.767 4.425
H -1.147 -1.228 4.357
H -0.587 -1.523 2.701
H 0.645 -2.524 5.040
H 1.619 -1.068 4.688
H 1.229 -3.482 2.793
H 2.640 -3.015 3.731
H 2.465 -0.682 2.444
H 3.310 -2.055 1.755
H 0.355 -0.206 0.396
H 2.563 -0.903 -1.522
H 3.017 -2.570 -1.130
H -0.182 -3.279 -2.659
C -5.725 3.641 -4.604
O -4.892 4.062 -3.530
C -4.796 3.170 -2.532
O -5.344 2.101 -2.497
O -4.000 3.682 -1.603
C -3.788 2.845 -0.449
H -5.723 4.438 -5.344
H -5.333 2.734 -5.062
H -6.747 3.481 -4.260
H -3.311 1.909 -0.732
H -4.732 2.654 0.063
H -3.134 3.381 0.215
C -0.472 -6.103 8.743
O -0.557 -5.225 7.623
C -1.612 -5.440 6.832
O -2.453 -6.284 6.994
O -1.566 -4.555 5.841
C -2.638 -4.658 4.901
H 0.419 -5.827 9.301
H -1.340 -5.985 9.391
H -0.377 -7.139 8.420
H -3.596 -4.485 5.390
H -2.629 -5.631 4.413
H -2.481 -3.887 4.151
C 4.598 1.604 -6.818
O 5.062 0.682 -5.837
C 4.207 -0.317 -5.592
O 3.137 -0.471 -6.120
O 4.732 -1.106 -4.666
C 3.870 -2.198 -4.303
H 5.361 2.371 -6.936
H 4.455 1.108 -7.778
H 3.675 2.081 -6.491
H 3.674 -2.837 -5.165
H 2.941 -1.823 -3.883
H 4.382 -2.784 -3.545
C -0.569 3.362 5.665
O 0.822 3.195 5.954
C 1.399 4.258 6.509
O 0.862 5.301 6.773
O 2.685 3.965 6.722
C 3.432 5.023 7.317
H -0.922 2.438 5.219
H -1.132 3.549 6.579
H -0.720 4.173 4.953
H 3.028 5.276 8.297
H 3.440 5.901 6.671
H 4.451 4.666 7.438
C 5.149 5.045 -3.371
O 3.919 4.445 -2.974
C 2.839 4.972 -3.556
O 2.834 5.873 -4.352
O 1.770 4.324 -3.098
C 0.528 4.780 -3.634
H 5.950 4.539 -2.838
H 5.311 4.919 -4.441
H 5.165 6.101 -3.105
H 0.502 4.645 -4.715
H 0.358 5.825 -3.377
H -0.256 4.175 -3.184
C 1.470 -2.362 9.665
O 2.295 -1.865 10.722
C 2.414 -2.697 11.753
O 1.903 -3.780 11.853
O 3.203 -2.118 12.663
C 3.418 -2.907 13.831
H 1.448 -1.604 8.886
H 1.886 -3.278 9.249
H 0.453 -2.530 10.017
H 3.910 -3.845 13.577
H 2.477 -3.098 14.345
H 4.068 -2.334 14.488
C -0.192 -0.202 -6.243
O -1.430 -0.812 -5.861
C -2.506 -0.295 -6.436
O -2.522 0.618 -7.228
O -3.572 -0.959 -5.995
C -4.812 -0.512 -6.541
H 0.601 -0.714 -5.707
H -0.021 -0.317 -7.313
H -0.179 0.851 -5.966
H -4.827 -0.641 -7.624
H -4.995 0.529 -6.279
H -5.594 -1.128 -6.104
C -4.907 -2.548 -13.277
O -4.813 -2.030 -11.953
C -3.678 -1.365 -11.707
O -2.785 -1.189 -12.492
O -3.716 -0.938 -10.448
C -2.556 -0.200 -10.031
H -5.862 -3.061 -13.352
H -4.880 -1.742 -14.009
H -4.107 -3.262 -13.469
H -2.437 0.699 -10.635
H -1.664 -0.823 -10.096
H -2.713 0.091 -8.985
*
```

M, g mol⁻¹: 966.843
E_LUMO, Ha: 0.0703
E, eV: -102740.0251
HOMO, eV: -5.302